A 2-piece molecular cluster, C6H9N2O2 overall at a distorted geometry. Source: the OMol25 dataset; level of theory: wB97M-V/def2-TZVPD.

Properties
Highest occupied orbital energy (hartree): -0.13787
Frontier orbital gap (eV): 6.75
Energy relative to the best compared isomer or geometry (same formula, charge and spin) (eV): 1.9148
M (u): 141.150
Charge: -1

```
19
Properties=species:S:1:pos:R:3:forces:R:3
C -0.06062 -0.39932 -1.24071 1.7 1.1 3.3
C -1.31748 -0.75113 -0.51035 -0.1 -0.4 -0.9
C -2.84813 -0.65606 0.99346 0.4 -2.6 -0.6
C -1.95285 -1.97329 -0.57359 0.7 1.3 0.5
N -1.91136 0.05812 0.45120 0.0 -0.2 -0.1
N -2.81782 -1.98828 0.48934 -1.1 1.5 -0.2
H -3.55575 -0.44905 1.76995 0.0 0.5 0.3
H 0.21298 -1.11534 -1.99212 0.1 -0.3 -0.3
H 0.78680 -0.41714 -0.36142 -1.6 -0.1 -2.4
H -3.57034 -2.65198 0.51401 -0.2 0.1 0.4
H -1.92701 -2.73120 -1.32775 0.3 -0.4 0.1
H 0.02624 0.64351 -1.58896 -0.4 -0.5 -0.1
C 2.06481 2.34909 -0.68147 2.1 0.3 0.2
C 2.61141 1.22605 0.27880 -0.2 0.3 -1.3
O 2.97149 0.16853 -0.31704 0.0 0.3 1.0
O 2.60926 1.56109 1.47759 0.2 -0.6 0.1
H 1.01648 2.48217 -0.48105 -0.3 0.7 0.2
H 2.21748 2.09699 -1.73204 -0.1 -0.2 0.0
H 2.76354 3.22568 -0.47414 -1.5 -0.6 -0.1
```
Positions in Å, forces in eV/Å.

---

A 2-piece molecular cluster, C6H9N2O2 overall at a distorted geometry. Source: the OMol25 dataset; level of theory: wB97M-V/def2-TZVPD.

Properties
Highest occupied orbital energy (hartree): -0.17586
Frontier orbital gap (eV): 8.43
Energy relative to the best compared isomer or geometry (same formula, charge and spin) (eV): 1.0181
M (u): 141.150
Charge: -1

```
19
Properties=species:S:1:pos:R:3:forces:R:3
C 0.88256 -2.77381 1.90715 -0.2 -1.2 -0.6
C -0.94607 0.31468 1.67285 6.1 -1.8 -3.5
C 0.96147 -0.51718 0.77433 -1.3 0.9 0.8
C 0.38918 -1.40643 1.64854 1.1 0.1 -1.1
N 0.17490 0.59551 0.77481 -2.1 -0.5 1.2
N -0.73723 -0.87921 2.14035 -1.8 -0.8 2.0
H 0.26894 1.31247 -0.02714 0.0 0.5 0.4
H -1.64409 1.00070 1.92516 -2.1 1.8 0.6
H 1.84623 -0.55611 0.18925 0.5 -0.1 -0.4
H 0.47595 -3.52012 1.18506 -0.7 0.2 0.9
H 0.79778 -3.06163 2.94918 -0.4 -0.3 0.0
H 1.90711 -2.94242 1.63438 1.0 0.7 0.1
C -0.93311 1.23540 -2.57919 -1.9 0.4 -1.2
C -0.14233 2.48130 -2.06720 -0.3 -1.2 0.7
O 0.54068 2.36981 -0.98563 -0.4 0.4 -1.1
O -0.26151 3.45182 -2.80372 0.4 1.0 0.0
H -1.95211 1.00905 -2.11003 1.6 0.4 0.1
H -0.36049 0.30605 -2.61140 0.0 0.1 0.0
H -1.26786 1.58011 -3.61676 0.7 -0.9 1.1
```
Positions in Å, forces in eV/Å.

---

A 2-piece molecular cluster, C6H9N2O2 overall at a distorted geometry. Source: the OMol25 dataset; level of theory: wB97M-V/def2-TZVPD.

Properties
Highest occupied orbital energy (hartree): -0.03628
Frontier orbital gap (eV): 4.42
Energy relative to the best compared isomer or geometry (same formula, charge and spin) (eV): 5.8112
M (u): 141.150
Charge: -1

```
19
Properties=species:S:1:pos:R:3:forces:R:3
C -0.28139 -1.77848 2.87121 -0.9 0.2 -0.1
C 0.83372 -0.47083 -1.21482 2.2 2.1 -0.3
C 0.55000 1.08047 -1.71977 -0.9 -1.2 4.1
C 0.56478 -0.75930 0.31138 0.9 0.5 -1.5
C -1.36267 0.46528 -0.00997 -0.7 2.5 0.5
C -0.41677 1.63699 -0.54562 0.5 -3.1 -0.2
N 0.32739 1.56002 0.67566 0.4 0.7 0.5
N -0.22346 0.24290 0.93893 -1.5 -0.7 0.9
O 0.83638 -2.08269 2.97346 -0.1 0.2 0.1
O -1.43192 -1.59070 2.83207 0.7 -0.3 0.3
H 0.22660 -1.07706 -1.84676 -0.2 -0.8 -0.5
H 1.94193 -0.67307 -1.38190 -1.4 -0.1 -0.2
H 1.35226 1.74709 -1.48882 1.1 0.1 -0.3
H 0.22572 1.21632 -2.71124 -0.6 -0.4 -1.6
H 0.07375 -1.70255 0.43012 -0.7 -1.0 -0.3
H 1.48135 -0.89560 0.86034 0.6 0.4 0.0
H -2.37827 0.83175 0.51222 2.2 -0.9 -1.0
H -1.51789 -0.32526 -0.75049 -0.5 -0.2 0.3
H -0.80152 2.57474 -0.73599 -1.1 2.2 -0.9
```
Positions in Å, forces in eV/Å.

---

> M of number 3 (C6H9N2O2)?

141.150 u